Below is one molecule with the formula C17H23ClN2O5S at a distorted geometry, with properties calculated with ωB97M-V/def2-TZVPD.

The SMILES is COC(=O)[C@@H](C)NC(=O)[C@@H]1CCCN1S(=O)(=O)c1cc(C)c(Cl)cc1C. The calculation puts the relative energy (zero: lowest compared OMol25 entry of this formula, charge and spin) at 0.000 eV. As for the molecular weight: 402.900 g mol⁻¹. As for the total charge: 0. As for the orbital gap: 9.694 eV. The HOMO energy comes out at -9.401 eV.

Cartesian coordinates (Å):
1 C 3.756 0.853 2.019
2 O 2.501 0.349 2.455
3 C 2.461 -0.932 2.822
4 O 3.409 -1.670 2.791
5 C 1.078 -1.315 3.333
6 C 0.935 -0.773 4.762
7 N 0.036 -0.798 2.474
8 C -1.068 -1.509 2.192
9 O -1.276 -2.636 2.588
10 C -2.062 -0.732 1.308
11 C -3.310 -1.555 0.981
12 C -2.979 -2.150 -0.385
13 C -2.211 -1.017 -1.057
14 N -1.420 -0.434 0.020
15 S -1.100 1.197 -0.196
16 O -2.313 1.948 -0.359
17 O -0.240 1.586 0.892
18 C -0.210 1.198 -1.747
19 C -0.766 1.916 -2.788
20 C -0.159 1.965 -4.035
21 C -0.749 2.739 -5.168
22 C 1.034 1.255 -4.182
23 Cl 1.845 1.268 -5.705
24 C 1.593 0.535 -3.138
25 C 0.978 0.492 -1.893
26 C 1.567 -0.278 -0.760
27 H 3.550 1.797 1.520
28 H 4.413 1.012 2.876
29 H 4.233 0.146 1.337
30 H 0.992 -2.407 3.341
31 H -0.021 -1.087 5.171
32 H 0.979 0.314 4.750
33 H 1.733 -1.159 5.391
34 H 0.122 0.151 2.122
35 H -2.307 0.206 1.818
36 H -3.467 -2.321 1.739
37 H -4.186 -0.910 0.920
38 H -3.863 -2.442 -0.949
39 H -2.329 -3.015 -0.260
40 H -1.548 -1.356 -1.855
41 H -2.901 -0.264 -1.461
42 H -1.688 2.444 -2.602
43 H -0.951 2.079 -6.011
44 H -0.049 3.501 -5.509
45 H -1.674 3.218 -4.863
46 H 2.518 0.003 -3.299
47 H 0.932 -1.126 -0.508
48 H 1.618 0.357 0.120
49 H 2.560 -0.641 -1.013

Forces on the atoms, in the same order (eV/Å):
C 0.386 -0.026 -0.104
O -0.376 0.297 0.034
C -0.201 -0.520 -0.002
O 0.084 0.006 0.041
C 0.034 -0.102 0.244
C 0.006 -0.150 -0.171
N 0.416 0.209 0.092
C -0.155 0.436 -0.186
O -0.124 -0.411 0.120
C -0.203 -0.104 0.755
C 0.140 -0.006 -0.001
C 0.124 0.192 0.057
C -0.308 -0.279 -0.758
N 0.357 0.988 -0.306
S -0.020 -0.340 -0.160
O -0.032 -0.020 -0.220
O 0.130 0.065 0.018
C -0.367 -0.068 0.428
C -0.080 0.067 -0.052
C 0.140 -0.076 0.042
C 0.002 0.008 -0.005
C -0.233 0.027 0.327
Cl 0.120 -0.016 -0.179
C -0.110 0.039 0.082
C 0.135 -0.040 -0.078
C 0.240 -0.141 0.005
H -0.004 -0.034 0.031
H -0.039 -0.011 -0.070
H -0.034 0.102 0.038
H 0.152 0.273 -0.069
H -0.070 -0.022 0.035
H 0.002 0.090 0.037
H 0.071 -0.016 0.113
H -0.038 -0.114 0.030
H -0.063 -0.160 0.092
H -0.036 0.084 0.004
H 0.007 0.043 0.003
H 0.026 -0.034 -0.049
H -0.010 -0.068 -0.027
H -0.102 -0.003 -0.020
H -0.032 -0.162 -0.055
H -0.126 0.082 -0.094
H -0.040 0.031 -0.082
H -0.019 0.063 -0.075
H -0.071 0.046 -0.004
H 0.084 -0.047 -0.002
H 0.046 -0.068 0.061
H 0.118 -0.094 0.081
H 0.073 -0.017 -0.003

Mulliken population analysis, charges in e, atoms 1 to 5: number 1, C, carries -0.8427; number 2, O, carries -0.2683; number 3, C, carries 0.3664; number 4, O, carries -0.6045; number 5, C, carries 0.1795

Below is C35H37ClP2Ti as an isolated structure at a distorted geometry, with properties calculated with ωB97M-V/def2-TZVPD.

The calculation puts the relative energy (zero: lowest compared OMol25 entry of this formula, charge and spin) at 0.000 eV. As for the molecular weight: 602.949 g mol⁻¹. As for the total charge: 0. Its spin multiplicity is 3. As for the orbital gap (spin up / spin down): 5.936 / 7.955 eV. The HOMO energy (spin up / spin down) comes out at -5.816 / -7.955 eV.

Cartesian coordinates (Å):
1 Ti 1.148 -0.860 -6.415
2 C -2.037 -0.111 -0.712
3 C -2.757 -0.086 -1.838
4 C -3.334 1.107 -2.525
5 C -2.414 1.894 -3.501
6 C -1.009 2.197 -3.077
7 C -0.659 2.549 -1.837
8 C -1.537 2.436 -0.626
9 C -1.610 1.067 0.095
10 C 2.473 -2.407 -6.278
11 H -1.756 -1.073 -0.273
12 H -3.013 -1.031 -2.326
13 H -3.780 1.813 -1.813
14 H -4.162 0.720 -3.147
15 H -2.383 1.354 -4.457
16 H -2.939 2.847 -3.700
17 H -0.273 2.250 -3.886
18 H 0.309 3.037 -1.644
19 H -2.554 2.800 -0.819
20 H -1.078 3.124 0.098
21 H -0.625 0.846 0.529
22 H -2.295 1.192 0.948
23 H 2.405 -2.697 -5.216
24 H 3.479 -2.004 -6.473
25 H 2.241 -3.260 -6.917
26 P -0.340 -1.605 -8.094
27 P 1.474 0.804 -8.083
28 C -1.041 -0.058 -8.723
29 C -0.233 1.022 -8.685
30 C -0.579 -2.838 -9.383
31 C -1.626 -2.705 -10.315
32 C -1.860 -3.720 -11.249
33 C -1.034 -4.850 -11.270
34 C 0.045 -4.965 -10.377
35 C 0.280 -3.956 -9.437
36 C -1.315 -2.090 -6.640
37 C -0.981 -1.343 -5.476
38 C -1.350 -1.849 -4.211
39 C -2.113 -3.007 -4.125
40 C -2.489 -3.702 -5.285
41 C -2.101 -3.247 -6.545
42 C 2.454 0.894 -9.650
43 C 2.267 -0.114 -10.625
44 C 2.691 0.095 -11.942
45 C 3.357 1.278 -12.285
46 C 3.649 2.228 -11.300
47 C 3.217 2.025 -9.983
48 C 1.889 2.378 -7.220
49 C 3.168 2.484 -6.649
50 C 3.499 3.591 -5.871
51 C 2.580 4.638 -5.726
52 C 1.340 4.574 -6.373
53 C 0.991 3.444 -7.119
54 H -2.056 -0.066 -9.127
55 H -0.502 2.006 -9.074
56 H -2.264 -1.823 -10.304
57 H -2.691 -3.631 -11.953
58 H -1.232 -5.651 -11.982
59 H 0.692 -5.843 -10.412
60 H 1.112 -4.044 -8.736
61 H -0.646 -0.269 -5.569
62 H -1.020 -1.313 -3.319
63 H -2.444 -3.376 -3.151
64 H -3.070 -4.626 -5.198
65 H -2.381 -3.795 -7.449
66 H 1.764 -1.049 -10.363
67 H 2.509 -0.670 -12.705
68 H 3.670 1.451 -13.317
69 H 4.219 3.126 -11.548
70 H 3.467 2.766 -9.224
71 H 3.902 1.693 -6.807
72 H 4.474 3.636 -5.384
73 H 2.839 5.508 -5.122
74 H 0.641 5.407 -6.301
75 H 0.034 3.400 -7.634
76 Cl 1.777 0.252 -4.528

Forces on the atoms, in the same order (eV/Å):
Ti 1.347 -0.761 1.174
C -0.430 -0.207 -0.377
C 0.241 -0.581 0.417
C -0.533 0.314 -0.600
C -0.379 -0.476 -0.134
C 0.282 0.619 0.283
C 0.215 -0.125 -0.404
C 0.039 0.545 0.701
C 0.298 0.512 0.014
C 0.317 -0.817 -0.222
H -0.054 0.119 -0.318
H 0.157 0.213 0.375
H 0.041 -0.361 -0.176
H 0.132 0.322 0.276
H -0.029 0.081 0.129
H 0.270 -0.254 -0.108
H -0.175 0.145 0.325
H -0.183 -0.745 -0.282
H 0.365 0.038 0.089
H -0.428 -0.047 0.078
H -0.145 0.049 -0.069
H 0.148 -0.091 -0.086
H 0.106 -0.055 -0.218
H -0.069 -0.265 0.013
H 0.475 -0.194 0.074
P -0.029 -0.043 -0.390
P 0.585 0.984 -0.045
C 0.026 0.639 -0.380
C -0.481 -0.312 -0.596
C -0.432 -0.410 -0.568
C 0.286 -0.626 0.002
C 0.248 0.022 0.164
C 0.128 0.152 0.253
C -0.345 0.284 -0.114
C -0.410 0.081 -0.129
C -0.396 0.428 0.104
C -1.311 -0.263 0.240
C 0.348 0.619 -0.570
C -0.015 -0.303 -0.193
C 0.001 0.123 0.040
C 0.422 -0.127 0.377
C -0.037 0.004 -0.583
C 0.011 0.513 0.043
C 0.180 0.072 0.210
C 0.005 0.022 0.249
C -0.010 -0.449 0.070
C -0.194 -0.081 -0.271
C 0.144 0.286 -0.702
C -0.282 0.124 0.198
C -0.191 0.035 -0.246
C -0.125 -0.165 -0.154
C 0.179 -0.088 0.089
C 0.393 -0.006 0.234
H 0.243 0.464 0.103
H -0.310 -0.310 -0.041
H 0.094 -0.252 0.008
H 0.302 -0.041 0.213
H 0.080 0.217 0.151
H -0.195 0.293 0.016
H -0.261 0.096 -0.161
H -0.306 -0.925 0.278
H -0.227 -0.114 -0.294
H 0.232 0.085 -0.274
H 0.101 0.418 -0.028
H 0.198 0.135 0.297
H 0.007 0.309 -0.040
H 0.061 0.286 0.338
H -0.102 -0.078 0.320
H -0.197 -0.293 0.063
H -0.255 -0.134 -0.223
H -0.229 0.072 0.200
H -0.290 0.035 -0.161
H -0.102 -0.238 -0.173
H 0.178 -0.201 0.029
H 0.120 0.082 0.261
Cl 0.150 0.597 0.831

Mulliken population analysis, charges in e, atoms 1 to 5: number 1, Ti, carries -0.5849; number 2, C, carries -0.4624; number 3, C, carries -0.2899; number 4, C, carries -1.1240; number 5, C, carries -0.4398

Below is C62H39Cl3N8O4STi as an isolated structure at a distorted geometry, with properties calculated with ωB97M-V/def2-TZVPD.

As for the molecular weight: 1146.339 g mol⁻¹. As for the total charge: -2. As for the orbital gap: 4.475 eV. The HOMO energy comes out at -0.585 eV.

Cartesian coordinates (Å):
1 Ti 0.136 -0.046 -0.536
2 C -6.836 3.441 1.021
3 C -6.745 2.220 0.362
4 C -5.508 1.650 0.114
5 C -4.327 2.276 0.523
6 C -4.434 3.512 1.157
7 C -5.673 4.085 1.415
8 C -3.018 1.639 0.240
9 C -2.183 1.285 1.241
10 C -2.447 1.586 2.649
11 C -1.385 1.252 3.372
12 C -0.423 0.578 2.467
13 C 0.247 -0.698 2.909
14 C 0.211 -1.243 4.301
15 C -0.978 -1.465 4.982
16 C -0.965 -2.068 6.231
17 C 0.234 -2.483 6.795
18 C 1.421 -2.306 6.097
19 C 1.406 -1.692 4.855
20 C 0.234 -1.853 1.972
21 N 0.042 -1.804 0.608
22 C 0.162 -3.109 0.171
23 C 0.322 -3.495 -1.204
24 C 0.784 -4.890 -1.450
25 C -0.109 -5.891 -1.817
26 C 0.334 -7.186 -2.063
27 C 1.681 -7.492 -1.941
28 C 2.580 -6.498 -1.573
29 C 2.136 -5.208 -1.325
30 C 0.255 -2.634 -2.240
31 C 0.621 -2.949 -3.617
32 C 0.417 -1.855 -4.357
33 C -0.158 -0.831 -3.492
34 N -0.132 -1.297 -2.170
35 C -0.704 0.347 -3.879
36 C -1.502 1.115 -2.952
37 C -2.557 1.937 -3.336
38 C -3.304 2.180 -2.182
39 C -2.661 1.505 -1.146
40 N -1.540 0.855 -1.597
41 C -0.721 0.780 -5.296
42 C -1.232 -0.028 -6.310
43 C -1.256 0.401 -7.631
44 C -0.783 1.661 -7.963
45 C -0.291 2.486 -6.958
46 C -0.263 2.053 -5.643
47 C 0.311 -3.971 1.247
48 C 0.362 -3.170 2.390
49 N -0.930 0.694 1.119
50 H -7.803 3.887 1.218
51 H -7.645 1.709 0.040
52 H -5.433 0.704 -0.407
53 H -3.527 4.035 1.435
54 H -5.725 5.047 1.912
55 H -3.358 2.032 3.016
56 H -1.251 1.369 4.430
57 H -1.912 -1.168 4.525
58 H -1.897 -2.228 6.760
59 H 0.241 -2.957 7.769
60 H 2.357 -2.648 6.519
61 H 2.323 -1.563 4.291
62 H -1.158 -5.642 -1.915
63 H -0.375 -7.953 -2.353
64 H 2.031 -8.499 -2.135
65 H 3.635 -6.725 -1.486
66 H 2.835 -4.424 -1.058
67 H 1.004 -3.904 -3.941
68 H 0.615 -1.732 -5.410
69 H -2.771 2.253 -4.344
70 H -4.193 2.782 -2.083
71 H -1.638 -1.000 -6.056
72 H -1.658 -0.251 -8.398
73 H -0.801 2.000 -8.992
74 H 0.085 3.473 -7.200
75 H 0.148 2.686 -4.870
76 H 0.408 -5.043 1.186
77 H 0.486 -3.510 3.404
78 Cl 0.832 1.258 5.975
79 C 2.039 1.591 4.756
80 C 3.144 2.239 5.302
81 C 4.116 2.787 4.494
82 C 3.924 2.758 3.125
83 C 2.828 2.100 2.594
84 Cl 2.556 2.320 0.919
85 C 1.898 1.365 3.367
86 N 1.013 0.550 2.613
87 H 3.199 2.328 6.378
88 H 4.978 3.278 4.924
89 H 4.604 3.253 2.447
90 O 2.830 -0.770 0.739
91 N 2.142 -0.855 -0.294
92 O 4.657 -2.443 -1.625
93 C 4.011 -1.421 -1.506
94 N 2.645 -1.348 -1.350
95 S 2.196 0.987 -2.782
96 O 2.132 2.281 -3.495
97 O 1.271 1.171 -1.513
98 C 3.890 1.073 -2.035
99 C 4.523 2.308 -2.106
100 C 5.865 2.430 -1.789
101 C 6.606 1.304 -1.451
102 C 5.988 0.068 -1.402
103 C 4.629 -0.057 -1.671
104 H 3.941 3.159 -2.436
105 H 6.343 3.403 -1.832
106 H 7.663 1.392 -1.230
107 H 6.533 -0.829 -1.136
108 Cl 0.344 6.075 -3.094
109 C 0.078 5.382 -1.517
110 C 0.126 6.180 -0.390
111 C -0.094 5.579 0.840
112 C -0.348 4.216 0.873
113 N -0.386 3.460 -0.217
114 C -0.179 4.022 -1.399
115 H 0.333 7.238 -0.479
116 H -0.063 6.156 1.755
117 H -0.523 3.702 1.813
118 H -0.207 3.372 -2.267

Forces on the atoms, in the same order (eV/Å):
Ti -2.070 -0.852 -0.066
C 0.012 -0.025 -0.004
C -0.055 0.024 0.012
C 0.052 -0.011 0.020
C -0.097 -0.038 0.029
C 0.050 0.056 -0.013
C -0.019 0.013 -0.006
C 0.152 -0.045 -0.048
C 0.057 0.008 -0.112
C -0.045 0.027 0.001
C 0.082 0.028 -0.059
C -0.225 -0.230 0.024
C -0.089 0.023 -0.064
C -0.043 0.132 0.112
C 0.023 0.043 -0.007
C -0.011 -0.011 0.020
C -0.014 -0.006 0.010
C 0.002 0.048 0.011
C 0.028 0.130 0.061
C 0.108 0.091 -0.003
N 0.061 -0.113 0.229
C 0.016 -0.009 -0.177
C -0.007 0.078 0.014
C -0.044 0.024 -0.053
C -0.006 -0.013 -0.004
C 0.002 -0.006 0.006
C -0.006 -0.008 0.004
C 0.019 -0.014 0.004
C 0.001 0.021 -0.016
C 0.000 -0.029 -0.013
C -0.055 -0.028 0.057
C -0.008 0.049 -0.009
C 0.060 0.023 0.042
N 0.372 0.157 0.362
C -0.052 0.038 0.191
C 0.067 -0.335 -0.192
C -0.012 0.078 0.056
C 0.022 -0.063 -0.080
C -0.007 0.220 0.210
N 0.104 0.301 -0.002
C 0.057 0.035 -0.088
C -0.082 -0.061 0.000
C -0.006 0.010 -0.011
C 0.005 0.003 0.029
C 0.002 -0.007 -0.060
C 0.044 -0.026 0.038
C -0.022 0.019 0.046
C 0.054 -0.099 -0.061
N 0.372 0.373 0.054
H -0.011 0.005 -0.003
H -0.014 0.000 0.001
H 0.000 -0.016 0.003
H 0.025 -0.021 0.012
H -0.005 0.007 0.003
H -0.003 0.007 -0.030
H 0.045 -0.040 0.133
H -0.022 0.018 -0.008
H -0.011 -0.001 0.008
H -0.001 -0.012 0.013
H 0.014 -0.006 0.005
H 0.021 0.007 -0.014
H -0.014 0.007 -0.001
H -0.007 -0.009 -0.002
H 0.007 -0.011 -0.004
H 0.015 -0.005 0.000
H 0.014 0.018 0.005
H 0.006 -0.013 0.013
H -0.038 0.027 0.007
H -0.004 -0.005 -0.007
H -0.004 0.017 -0.006
H 0.036 0.004 0.032
H -0.003 -0.001 -0.015
H -0.001 0.006 -0.014
H 0.000 0.010 -0.008
H 0.026 0.007 0.041
H 0.011 0.001 0.000
H -0.018 -0.032 -0.051
Cl -0.160 -0.228 -0.113
C 0.027 -0.013 0.003
C 0.008 0.000 -0.023
C 0.003 -0.017 -0.048
C -0.016 -0.015 0.034
C 0.098 0.136 0.055
Cl -0.053 -0.180 -0.229
C -0.178 -0.094 -0.024
N 0.204 0.021 0.075
H 0.007 0.000 -0.006
H 0.014 0.008 0.007
H 0.018 0.001 -0.021
O -0.039 0.105 -0.060
N 1.109 -0.099 -0.032
O -0.050 0.011 -0.092
C 0.235 0.121 0.274
N -0.367 -0.262 -0.330
S 0.117 0.287 0.235
O -0.022 0.062 -0.083
O 0.107 0.113 -0.269
C 0.031 -0.067 -0.182
C -0.035 -0.026 0.071
C -0.005 0.021 -0.004
C 0.026 0.015 -0.003
C -0.017 -0.029 0.088
C 0.000 0.079 0.105
H -0.017 0.010 -0.030
H 0.000 0.006 0.004
H 0.014 0.000 0.017
H 0.013 0.004 -0.004
Cl -0.006 -0.002 0.032
C 0.009 0.042 -0.006
C 0.002 -0.011 -0.027
C -0.010 -0.028 -0.012
C -0.005 0.051 -0.049
N -0.001 0.032 0.021
C 0.014 -0.034 0.002
H 0.003 0.009 -0.005
H -0.002 0.015 0.012
H 0.004 -0.026 0.027
H 0.007 -0.009 -0.015

Mulliken population analysis, charges in e, atoms 1 to 5: number 1, Ti, carries -1.5934; number 2, C, carries -0.3607; number 3, C, carries -0.8474; number 4, C, carries -0.0944; number 5, C, carries -0.5753

Below is an isolated ion of composition C8H15N4 and charge +1 at a distorted geometry, with properties calculated with ωB97M-V/def2-TZVPD.

The SMILES is C=[N+]1CCN=C1NN1CCCC1. The calculation puts the relative energy (zero: lowest compared OMol25 entry of this formula, charge and spin) at 2.620 eV. As for the molecular weight: 167.236 g mol⁻¹. As for the total charge: +1. As for the orbital gap: 8.327 eV. The HOMO energy comes out at -13.055 eV.

Cartesian coordinates (Å):
1 C 1.118 -1.565 0.454
2 N 1.184 -0.737 1.404
3 C 1.835 -0.852 2.768
4 C 1.456 0.496 3.383
5 N 0.606 1.142 2.522
6 C 0.429 0.473 1.474
7 N -0.472 0.807 0.463
8 N -0.501 0.226 -0.745
9 C -0.090 1.048 -1.856
10 C -1.102 0.739 -3.018
11 C -1.615 -0.622 -2.592
12 C -1.777 -0.370 -1.064
13 H 1.737 -2.440 0.561
14 H 0.590 -1.026 -0.351
15 H 2.862 -0.964 2.674
16 H 1.281 -1.705 3.332
17 H 0.931 0.303 4.361
18 H 2.393 1.040 3.615
19 H -1.107 1.569 0.608
20 H 0.913 1.067 -2.203
21 H -0.325 2.144 -1.700
22 H -0.644 0.753 -4.064
23 H -1.959 1.483 -3.079
24 H -2.474 -0.893 -3.120
25 H -0.806 -1.383 -2.518
26 H -2.533 0.415 -1.011
27 H -1.928 -1.149 -0.298

Forces on the atoms, in the same order (eV/Å):
C 1.139 0.438 -0.193
N 0.216 -0.051 2.222
C -3.237 -1.183 0.407
C 1.637 -1.352 3.262
N -1.431 1.311 -1.631
C -1.621 1.539 -1.425
N 1.093 0.048 2.424
N 1.077 -0.698 -1.536
C -2.306 3.563 -1.917
C 0.565 0.118 -1.148
C 1.638 -0.403 2.354
C -0.850 0.369 -0.592
H -0.208 -0.488 -0.352
H -0.360 -1.275 -0.872
H 1.764 -0.676 -0.256
H 1.339 1.238 -1.145
H 0.615 0.388 -0.766
H -0.683 0.157 -0.113
H -0.051 0.573 0.531
H 1.134 -0.812 0.206
H 0.503 -0.911 0.683
H -0.377 -0.130 1.518
H 1.047 -0.874 0.368
H -1.216 -0.922 -0.535
H -0.488 0.172 -1.306
H -0.499 -0.044 0.668
H -0.445 -0.094 -0.856

Mulliken population analysis, charges in e, atoms 1 to 5: number 1, C, carries -0.4092; number 2, N, carries 0.2248; number 3, C, carries -0.5562; number 4, C, carries -0.4393; number 5, N, carries -0.5439

Calculated total energy, -54578.7733 -91107.4641 -156557.6522 -14489.9739 eV (same order as the records).